94
Properties=species:S:1:pos:R:3 method="wB97M-V/def2-TZVPD" homo_energy_ev="-10.2 / -10.7" largest_force_ev_per_a=0.597 total_charge=+1 gap_ha="0.2877 / 0.2127" relative_energy_kj_mol=51.25 spin_multiplicity=5
Pd 0.1273 0.1322 0.1317
C -2.6886 -4.3952 -3.2292
C -3.3989 -4.8905 -1.9609
C -2.4424 -5.7788 -1.1582
C -4.6029 -5.7349 -2.3744
C -3.8033 -3.6853 -1.1055
C -5.1305 -3.4788 -0.6952
C -5.5034 -2.3973 0.0792
C -4.5224 -1.4796 0.4342
S -4.6673 -0.0281 1.3627
C -2.9792 0.2717 1.1096
N -2.3441 -0.6079 0.4163
C -3.1989 -1.6440 0.0205
C -2.8394 -2.7591 -0.7346
C -2.2952 1.4715 1.6169
C -2.9016 2.3441 2.5138
C -2.2585 3.5070 2.9151
C -1.0084 3.8189 2.4039
C -0.3920 2.9578 1.4981
C -1.0082 1.7680 1.1811
H -2.3805 -5.2464 -3.8430
H -1.7956 -3.8109 -2.9890
H -3.3527 -3.7659 -3.8277
H -2.1458 -6.6468 -1.7548
H -2.9210 -6.1403 -0.2437
H -1.5396 -5.2393 -0.8731
H -4.2590 -6.5754 -2.9806
H -5.3161 -5.1638 -2.9752
H -5.1290 -6.1455 -1.5089
H -5.8963 -4.1858 -0.9834
H -6.5340 -2.2676 0.3851
H -1.8106 -2.8556 -1.0545
H -3.8924 2.1173 2.8936
H -2.7486 4.1841 3.6025
H -0.5146 4.7421 2.6824
H 0.5538 3.2350 1.0710
O -0.3585 -0.9789 -1.7265
C -0.8293 0.0571 -2.2985
O -0.7327 1.1942 -1.7856
H -1.3372 -0.0648 -3.2576
S 0.3360 -2.9201 3.6960
C -0.0233 -1.5731 2.7036
N 0.1875 -1.7244 1.4354
C 0.6582 -3.0141 1.1603
C 0.9240 -3.5331 -0.1056
C 1.4203 -4.8141 -0.1965
C 1.6210 -5.5985 0.9502
C 1.3195 -5.1119 2.2043
C 0.8347 -3.8039 2.2946
H -0.4095 -0.6530 3.1294
H 0.7352 -2.9315 -0.9810
H 1.6376 -5.2326 -1.1719
H 2.0007 -6.6082 0.8480
H 1.4531 -5.7239 3.0882
C 3.7687 -2.0251 -0.1513
C 3.5726 -0.9117 -1.2051
C 4.9540 -0.5586 -1.7685
C 2.7309 -1.4982 -2.3490
Si 2.5970 0.4159 -0.2217
C 3.5287 1.0071 1.3501
C 3.0901 2.3915 1.8339
C 3.0634 0.0264 2.4472
C 5.0628 0.9887 1.2691
C 2.7605 2.4598 -1.8279
C 4.1632 2.9744 -1.7165
C 1.6929 3.3566 -1.2855
C 2.3840 1.7829 -3.1090
H 4.1543 -2.9081 -0.6750
H 2.8408 -2.3286 0.3371
H 4.4940 -1.7624 0.6159
H 5.3885 -1.4754 -2.1863
H 5.6507 -0.1845 -1.0188
H 4.9076 0.1562 -2.5861
H 3.1458 -2.4768 -2.6241
H 2.7616 -0.8775 -3.2437
H 1.6891 -1.6346 -2.0870
H 2.0304 2.4122 2.0747
H 3.3070 3.1910 1.1278
H 3.6320 2.6255 2.7570
H 1.9856 0.0885 2.6024
H 3.5447 0.3167 3.3906
H 3.3198 -1.0161 2.2546
H 5.4587 1.6427 0.4934
H 5.4717 -0.0071 1.1126
H 5.4594 1.3490 2.2265
H 4.3785 3.4173 -0.7473
H 4.2603 3.7804 -2.4609
H 4.9214 2.2352 -1.9587
H 2.0001 3.8759 -0.3816
H 0.7405 2.8486 -1.1455
H 1.5126 4.1250 -2.0545
H 3.1778 1.1743 -3.5270
H 2.1670 2.5838 -3.8319
H 1.4670 1.2000 -3.0170